Record 1
Below is the molecule C8H11N3, with properties calculated with the ωB97M-V functional and the def2-TZVPD basis.

Calculated values
E_HOMO (eV): -7.0
Net charge: 0
E_tot (eV): -12941.2187
Max |F| (hartree/bohr): 0.0937
LUMO energy (eV): 0.697
Energy above the lowest of the compared OMol25 structures with the same formula, charge and spin (kcal/mol): 65.9
Gap between HOMO and LUMO (eV): 7.6637

The geometry in XYZ format:
```
22
Properties=species:S:1:pos:R:3:lowdin_charge:R:1
C 2.32 -0.93 -0.25 -0.36
C -0.92 -0.19 -1.26 -0.06
C -0.97 -1.03 -0.19 -0.26
C -0.32 1.08 -1.14 -0.10
C -0.01 -0.76 0.96 -0.19
C 0.15 0.79 1.11 -0.04
C -1.51 -2.46 -0.23 -0.05
C 0.45 2.91 0.27 -0.02
N 1.33 -1.38 0.50 0.04
N 3.11 -0.42 -0.95 0.11
N 0.05 1.55 0.08 -0.19
H -1.41 -0.44 -2.23 0.13
H 1.38 -2.33 0.81 0.12
H -0.22 1.86 -1.91 0.12
H -0.15 -1.23 1.96 0.14
H 0.08 1.23 2.05 0.09
H -1.74 -2.77 0.81 0.08
H -0.70 -3.06 -0.65 0.08
H -2.48 -2.38 -0.68 0.06
H 1.17 3.23 -0.41 0.07
H -0.36 3.71 0.02 0.13
H 0.75 3.02 1.34 0.11
```

Record 2
Below is the molecule C8H11N3O3S, with properties calculated with the ωB97M-V functional and the def2-TZVPD basis.

Calculated values
E_HOMO (alpha / beta) (eV): -6.8 / -6.9
Net charge: 0
E_tot (eV): -29918.5735
Max |F| (hartree/bohr): 0.0846
LUMO energy (alpha / beta) (eV): -1.413 / -1.406
Energy above the lowest of the compared OMol25 structures with the same formula, charge and spin (kcal/mol): 98.4
Gap between HOMO and LUMO (alpha / beta) (eV): 5.4314 / 5.4461

The geometry in XYZ format:
```
26
Properties=species:S:1:pos:R:3:lowdin_charge:R:1
C -2.39 -0.32 -0.57 0.01
C -1.51 0.36 0.21 -0.07
C -2.06 -1.66 -0.95 -0.43
C -0.31 -1.75 0.57 -0.37
C 0.95 2.02 -0.77 -0.29
C 2.21 1.48 -1.35 -0.62
C 0.65 0.62 1.12 -0.17
C 1.71 0.16 2.21 -0.15
N -1.10 -2.33 -0.36 0.20
N -0.35 -0.14 0.64 0.05
N -2.70 -2.23 -1.93 0.19
O 0.46 -2.23 1.39 0.09
O 0.98 1.79 0.63 0.00
O 0.98 -0.07 3.37 -0.04
S 1.96 -0.32 -1.58 0.38
H -3.43 -0.10 -0.93 0.13
H -1.67 1.41 0.52 0.16
H 0.88 3.09 -1.00 0.14
H 0.11 1.48 -1.11 0.06
H 2.41 1.94 -2.29 0.05
H 2.90 1.72 -0.57 0.06
H 2.37 1.08 2.52 0.17
H 2.37 -0.60 1.84 0.11
H -3.40 -1.64 -2.25 0.08
H -2.32 -3.02 -2.52 0.17
H 0.32 -0.73 3.14 0.08
```

Record 3
Below is the molecule C8H11N3O3S, with properties calculated with the ωB97M-V functional and the def2-TZVPD basis.

Calculated values
E_HOMO (eV): -9.7
Net charge: 0
E_tot (eV): -29921.1736
Max |F| (hartree/bohr): 0.1010
LUMO energy (eV): -0.086
Energy above the lowest of the compared OMol25 structures with the same formula, charge and spin (kcal/mol): 38.4
Gap between HOMO and LUMO (eV): 9.5744

The geometry in XYZ format:
```
26
Properties=species:S:1:pos:R:3:lowdin_charge:R:1
C 3.93 -0.95 -0.26 -0.06
C 3.07 -1.32 0.80 -0.07
C 3.54 0.13 -1.08 -0.12
C 1.78 -0.81 0.82 -0.04
C 2.31 0.68 -1.07 -0.01
C 1.34 0.19 -0.10 -0.17
C -0.99 -0.05 0.13 -0.41
C -2.36 1.83 0.72 -0.11
N 0.04 0.71 0.02 0.16
N -2.21 0.41 0.55 -0.12
N -0.95 -1.36 -0.03 0.20
O -3.53 -1.71 -0.03 -0.33
O -3.60 0.30 -1.45 -0.28
O -4.73 0.30 0.70 -0.29
S -3.74 -0.26 -0.16 0.46
H 4.93 -1.55 -0.28 0.14
H 3.08 -2.24 1.33 0.10
H 4.24 0.56 -1.79 0.11
H 1.12 -1.18 1.53 0.10
H 2.20 1.41 -1.89 0.12
H -2.35 2.46 -0.31 0.14
H -3.39 2.10 1.21 0.13
H -1.60 2.20 1.26 0.03
H -0.16 1.66 -0.06 0.12
H -0.07 -1.84 -0.25 0.12
H -1.90 -1.70 -0.32 0.07
```

Record 4
Below is the ion C8H11N4 with charge +1, with properties calculated with the ωB97M-V functional and the def2-TZVPD basis.

Calculated values
E_HOMO (eV): -14.7
Structure (SMILES): [H]/N=C/[C@H](C)C#[N+][C@@](C)(C#N)N=C
Net charge: +1
E_tot (eV): -14422.8642
Max |F| (hartree/bohr): 0.0816
LUMO energy (eV): -5.225
Energy above the lowest of the compared OMol25 structures with the same formula, charge and spin (kcal/mol): 120.2
Gap between HOMO and LUMO (eV): 9.4377

The geometry in XYZ format:
```
23
Properties=species:S:1:pos:R:3:lowdin_charge:R:1
C 1.00 1.20 -1.65 0.06
C 2.78 -0.85 -0.33 -0.13
C -2.65 -0.09 -1.04 -0.13
C -0.22 -0.44 -0.04 -0.01
C -2.03 -0.89 1.37 -0.03
C 2.55 0.87 1.50 0.04
C -1.54 -0.92 -0.11 -0.23
C 2.00 0.17 0.28 -0.50
N 3.43 -1.64 -0.86 0.24
N -2.26 0.63 -1.95 0.13
N 0.79 -0.35 0.61 0.24
N 1.93 1.28 -0.87 0.17
H 0.68 1.79 -2.45 0.11
H -3.58 -0.27 -0.59 0.11
H 0.10 0.35 -1.36 0.11
H -2.07 0.08 1.74 0.07
H -1.48 -1.60 2.01 0.11
H -3.03 -1.38 1.50 0.11
H 1.87 1.56 1.87 0.09
H 3.46 1.25 1.33 0.06
H 2.82 0.05 2.16 0.12
H -1.53 -1.90 -0.63 0.18
H -3.01 1.09 -2.49 0.10
```

Record 5
Below is a cluster of 2 separate species, C8H11N4OP in total, with properties calculated with the ωB97M-V functional and the def2-TZVPD basis.

Calculated values
E_HOMO (eV): -8.8
Structure (SMILES): OPn1nnc2ccccc21.C=NC
Net charge: 0
E_tot (eV): -25769.6924
Max |F| (hartree/bohr): 0.0260
LUMO energy (eV): 0.528
Energy above the lowest of the compared OMol25 structures with the same formula, charge and spin (kcal/mol): 32.7
Gap between HOMO and LUMO (eV): 9.3323

The geometry in XYZ format:
```
25
Properties=species:S:1:pos:R:3:lowdin_charge:R:1
C 2.66 0.61 1.44 -0.09
C 2.14 0.45 0.15 -0.10
C 2.37 -0.26 2.46 -0.02
C 1.28 -0.58 -0.16 -0.06
C 1.50 -1.30 2.16 -0.23
C 0.95 -1.44 0.87 -0.23
C -1.88 0.61 -0.52 -0.15
C -0.95 2.74 -0.60 -0.06
N 1.00 -2.32 2.93 0.06
N 0.21 -3.02 2.24 -0.01
N 0.12 -2.53 0.97 -0.28
N -0.82 1.53 -0.31 -0.08
O -2.42 -2.93 0.61 -0.36
P -1.01 -3.26 -0.13 0.87
H 3.32 1.45 1.62 0.10
H 2.42 1.15 -0.62 0.10
H 2.77 -0.15 3.45 0.11
H 0.89 -0.71 -1.16 0.10
H -1.50 -0.24 -1.09 0.05
H -2.19 0.24 0.46 0.08
H -2.75 1.04 -1.04 0.08
H -0.13 3.41 -0.41 0.06
H -0.89 -4.49 0.51 -0.04
H -1.85 3.17 -1.05 0.07
H -2.90 -2.17 0.27 0.02
```

Record 6
Below is the molecule C8H11N7O4, with properties calculated with the ωB97M-V functional and the def2-TZVPD basis.

Calculated values
E_HOMO (eV): -8.5
Net charge: 0
E_tot (eV): -27086.4061
Max |F| (hartree/bohr): 0.0633
LUMO energy (eV): -1.047
Energy above the lowest of the compared OMol25 structures with the same formula, charge and spin (kcal/mol): 5.8
Gap between HOMO and LUMO (eV): 7.4580

The geometry in XYZ format:
```
30
Properties=species:S:1:pos:R:3:lowdin_charge:R:1
O -3.75 2.70 1.78 0.07
N -2.53 2.90 1.78 -0.32
O -2.03 4.05 1.95 0.03
C -1.59 1.79 1.60 -0.09
C -0.22 1.97 1.59 0.08
C 0.68 0.95 1.28 -0.12
N 2.09 1.16 1.22 -0.33
O 2.53 2.32 1.38 0.04
O 2.85 0.17 0.95 -0.04
C 0.36 -0.50 1.08 -0.15
N -1.10 -0.60 1.27 -0.04
N -1.80 -1.77 1.26 0.03
N -3.07 -1.44 1.36 -0.03
N -3.22 -0.10 1.52 0.08
C -2.00 0.42 1.53 -0.23
H 0.17 2.98 1.65 0.13
H 0.73 -0.99 2.00 0.18
C 0.04 -2.10 -2.53 -0.06
C 0.55 -0.86 -1.79 -0.30
C 1.87 -0.39 -2.44 -0.06
N 0.80 -1.19 -0.21 0.14
H -0.32 -1.81 -3.55 0.11
H 0.87 -2.83 -2.68 0.09
H -0.79 -2.59 -1.99 0.09
H -0.19 -0.06 -1.83 0.14
H 1.66 0.08 -3.42 0.10
H 2.41 0.34 -1.81 0.08
H 2.53 -1.26 -2.62 0.09
H 1.85 -1.12 -0.13 0.14
H 0.62 -2.22 -0.19 0.16
```

Record 7
Below is a structure of composition C8H11NO, with properties calculated with the ωB97M-V functional and the def2-TZVPD basis.

Calculated values
E_HOMO (eV): -10.6
Net charge: 0
E_tot (eV): -12009.8067
Max |F| (hartree/bohr): 0.0513
LUMO energy (eV): 0.689
Energy above the lowest of the compared OMol25 structures with the same formula, charge and spin (kcal/mol): 59.8
Gap between HOMO and LUMO (eV): 11.2708

The geometry in XYZ format:
```
21
Properties=species:S:1:pos:R:3:lowdin_charge:R:1
N -1.85 -2.23 -0.04 0.16
C -1.03 -1.42 0.14 -0.10
C -0.08 -0.32 0.02 -0.37
C 1.05 -0.13 1.07 -0.06
C 1.71 0.65 -0.07 -0.18
C 0.69 1.69 -0.68 -0.21
C 0.79 0.93 -2.02 -0.09
C 1.04 -0.28 -1.11 -0.15
C -0.62 1.12 -0.11 -0.08
H 0.77 0.38 2.00 0.12
H 1.59 -1.06 1.28 0.13
H 2.78 0.90 -0.10 0.14
H 0.85 2.77 -0.61 0.14
H -0.07 0.94 -2.70 0.11
H 1.71 1.18 -2.57 0.12
H 1.46 -1.24 -1.43 0.15
H -1.47 1.22 -0.81 0.13
H -0.91 1.53 0.87 0.12
O -2.73 -2.37 2.64 -0.12
H -2.89 -2.83 1.75 0.04
H -2.75 -1.42 2.47 0.01
```

Record 8
Below is the molecule C8H11NO2S, with properties calculated with the ωB97M-V functional and the def2-TZVPD basis.

Calculated values
E_HOMO (eV): -9.7
Structure (SMILES): C=C1[C@H]2C=CCC[C@H]2NS1(=O)=O
Net charge: 0
E_tot (eV): -24892.0645
Max |F| (hartree/bohr): 0.0692
LUMO energy (eV): 0.597
Energy above the lowest of the compared OMol25 structures with the same formula, charge and spin (kcal/mol): 66.1
Gap between HOMO and LUMO (eV): 10.3400

The geometry in XYZ format:
```
23
Properties=species:S:1:pos:R:3:lowdin_charge:R:1
C 1.91 0.99 0.52 -0.07
C 1.60 0.12 -0.42 -0.06
C -0.48 -0.62 -1.61 -0.29
C -0.13 -0.80 -2.87 0.08
C 1.03 1.28 1.69 -0.17
C 0.28 -0.01 2.07 -0.14
C 0.43 -0.74 -0.38 -0.24
C -0.49 -0.56 0.86 -0.30
N -1.48 0.41 0.43 -0.07
O -2.94 -0.97 -1.07 -0.28
O -2.45 1.25 -1.86 -0.27
S -2.01 0.09 -1.15 0.63
H 2.72 1.62 0.51 0.08
H 2.41 -0.13 -1.07 0.11
H -0.89 -0.89 -3.66 0.10
H 0.76 -1.25 -3.10 0.05
H 1.53 1.61 2.55 0.08
H 0.21 2.13 1.67 0.15
H 0.97 -0.71 2.36 0.10
H -0.37 0.04 2.85 0.08
H 0.75 -1.79 -0.40 0.16
H -1.05 -1.51 1.15 0.17
H -2.29 0.44 0.96 0.09
```

Record 9
Below is a cluster of 2 separate species, C8H11NO2S in total, with properties calculated with the ωB97M-V functional and the def2-TZVPD basis.

Calculated values
E_HOMO (eV): -8.4
Structure (SMILES): C#C/C(NC(C)=O)=C(\C)O.C=S
Net charge: 0
E_tot (eV): -24890.8908
Max |F| (hartree/bohr): 0.0616
LUMO energy (eV): -0.422
Energy above the lowest of the compared OMol25 structures with the same formula, charge and spin (kcal/mol): 93.1
Gap between HOMO and LUMO (eV): 7.9448

The geometry in XYZ format:
```
23
Properties=species:S:1:pos:R:3:lowdin_charge:R:1
C 0.45 -2.75 2.19 0.13
C 0.40 -1.88 1.34 -0.12
C -0.94 -0.71 -0.17 -0.34
C 1.69 0.74 -0.67 -0.47
C -2.16 -1.27 0.49 -0.02
C 3.07 1.06 -1.35 0.00
C -1.92 2.38 0.47 -0.50
C 0.32 -0.97 0.29 -0.21
N 1.54 -0.54 -0.32 0.14
O -1.12 -0.01 -1.29 0.07
O 0.83 1.62 -0.44 0.00
S -3.52 2.01 0.36 0.62
H 0.62 -3.22 3.13 0.03
H -2.23 -2.30 0.06 0.12
H -1.85 -1.37 1.53 0.07
H -3.09 -0.68 0.23 0.06
H 3.91 1.19 -0.70 0.05
H 3.43 0.19 -2.11 0.12
H 3.00 2.00 -1.93 0.08
H -1.64 3.44 0.66 0.02
H -1.07 1.66 0.32 -0.01
H 2.13 -1.13 -0.80 0.12
H -1.87 0.54 -1.28 0.04
```

Record 10
Below is the molecule C8H11NOS, with properties calculated with the ωB97M-V functional and the def2-TZVPD basis.

Calculated values
E_HOMO (eV): -8.6
Structure (SMILES): CC[C@@]1(C)C(=O)CC=NC1=S
Net charge: 0
E_tot (eV): -22844.5374
Max |F| (hartree/bohr): 0.0984
LUMO energy (eV): -1.006
Energy above the lowest of the compared OMol25 structures with the same formula, charge and spin (kcal/mol): 58.7
Gap between HOMO and LUMO (eV): 7.5813

The geometry in XYZ format:
```
22
Properties=species:S:1:pos:R:3:lowdin_charge:R:1
C 2.31 -0.51 -1.08 -0.10
C -0.18 -0.67 -0.95 -0.41
C 1.32 0.84 0.53 -0.74
C 1.06 -0.63 -1.84 -0.08
C -0.20 -0.18 0.43 -0.30
C 0.28 -1.39 1.39 0.00
C -2.05 1.55 -0.09 -0.10
C -1.38 0.64 0.98 -0.21
N 2.35 0.25 -0.04 0.00
O -1.11 -1.21 -1.49 0.10
S 1.52 2.22 1.44 0.68
H 3.08 -1.33 -1.04 0.14
H 0.98 0.35 -2.43 0.17
H 0.82 -1.46 -2.62 0.16
H 0.07 -1.08 2.43 0.10
H 1.34 -1.50 1.27 0.05
H -0.19 -2.33 1.05 0.09
H -1.42 2.28 -0.50 0.05
H -2.87 2.10 0.38 0.07
H -2.50 0.97 -0.94 0.09
H -2.14 -0.18 1.24 0.14
H -1.10 1.27 1.88 0.10
```

Record 11
Below is the ion C8H11O4 with charge -1, with properties calculated with the ωB97M-V functional and the def2-TZVPD basis.

Calculated values
E_HOMO (eV): -4.1
Structure (SMILES): CO[C@@]1(C(C)C)OC([O-])=CC1=O
Net charge: -1
E_tot (eV): -16665.0137
Max |F| (hartree/bohr): 0.0683
LUMO energy (eV): 3.722
Energy above the lowest of the compared OMol25 structures with the same formula, charge and spin (kcal/mol): 0.0
Gap between HOMO and LUMO (eV): 7.8300

The geometry in XYZ format:
```
23
Properties=species:S:1:pos:R:3:lowdin_charge:R:1
C -2.09 -0.96 -0.72 0.00
C -1.22 -1.15 0.36 -0.43
C -1.70 0.06 -1.60 -0.50
C -0.04 -0.25 0.01 -0.40
C 1.70 1.52 0.77 -0.10
C -0.55 1.37 1.73 -0.07
C 1.02 -1.75 -1.64 -0.09
C 0.58 0.60 1.17 -0.37
O -1.20 -1.85 1.38 -0.01
O -2.08 0.51 -2.65 0.05
O -0.43 0.54 -1.10 0.02
O 1.08 -1.13 -0.37 -0.12
H -2.97 -1.56 -0.74 0.09
H 1.55 2.69 0.59 0.11
H 2.29 1.08 -0.13 0.11
H 2.41 1.50 1.62 0.06
H -0.80 1.90 0.82 0.09
H -0.32 1.99 2.63 0.09
H -1.38 0.83 2.07 0.06
H 1.46 -1.16 -2.47 0.09
H 0.02 -1.97 -2.05 0.09
H 1.57 -2.62 -1.45 0.06
H 1.08 -0.21 1.76 0.15
```

Record 12
Below is the molecule C8H12, with properties calculated with the ωB97M-V functional and the def2-TZVPD basis.

Calculated values
E_HOMO (eV): -8.3
Structure (SMILES): C=C/C(=C\C)C(=C)C
Net charge: 0
E_tot (eV): -8487.5670
Max |F| (hartree/bohr): 0.1011
LUMO energy (eV): 0.734
Energy above the lowest of the compared OMol25 structures with the same formula, charge and spin (kcal/mol): 46.5
Gap between HOMO and LUMO (eV): 9.0487

The geometry in XYZ format:
```
20
Properties=species:S:1:pos:R:3:lowdin_charge:R:1
C 0.35 1.13 -2.16 -0.09
C -0.54 0.32 -1.33 -0.36
C -1.65 -0.27 -1.83 0.04
C 0.42 -1.18 0.33 -0.06
C -0.10 0.09 0.13 -0.28
C -0.29 1.12 1.09 -0.13
C -0.74 0.80 2.36 0.03
C 1.37 -1.45 1.52 -0.10
H 0.04 2.14 -2.51 0.09
H 1.29 1.27 -1.57 0.09
H 0.77 0.56 -3.05 0.10
H -2.32 -0.80 -1.13 0.07
H -2.01 -0.23 -2.87 0.07
H 0.42 -1.85 -0.49 0.09
H -0.32 2.15 0.66 0.12
H -0.99 -0.29 2.45 0.07
H -0.78 1.39 3.24 0.04
H 1.47 -0.83 2.43 0.07
H 1.25 -2.53 1.73 0.06
H 2.37 -1.54 1.00 0.08
```

Copy entry 9 word for word.
Below is a cluster of 2 separate species, C8H11NO2S in total, with properties calculated with the ωB97M-V functional and the def2-TZVPD basis.

Calculated values
E_HOMO (eV): -8.4
Structure (SMILES): C#C/C(NC(C)=O)=C(\C)O.C=S
Net charge: 0
E_tot (eV): -24890.8908
Max |F| (hartree/bohr): 0.0616
LUMO energy (eV): -0.422
Energy above the lowest of the compared OMol25 structures with the same formula, charge and spin (kcal/mol): 93.1
Gap between HOMO and LUMO (eV): 7.9448

The geometry in XYZ format:
```
23
Properties=species:S:1:pos:R:3:lowdin_charge:R:1
C 0.45 -2.75 2.19 0.13
C 0.40 -1.88 1.34 -0.12
C -0.94 -0.71 -0.17 -0.34
C 1.69 0.74 -0.67 -0.47
C -2.16 -1.27 0.49 -0.02
C 3.07 1.06 -1.35 0.00
C -1.92 2.38 0.47 -0.50
C 0.32 -0.97 0.29 -0.21
N 1.54 -0.54 -0.32 0.14
O -1.12 -0.01 -1.29 0.07
O 0.83 1.62 -0.44 0.00
S -3.52 2.01 0.36 0.62
H 0.62 -3.22 3.13 0.03
H -2.23 -2.30 0.06 0.12
H -1.85 -1.37 1.53 0.07
H -3.09 -0.68 0.23 0.06
H 3.91 1.19 -0.70 0.05
H 3.43 0.19 -2.11 0.12
H 3.00 2.00 -1.93 0.08
H -1.64 3.44 0.66 0.02
H -1.07 1.66 0.32 -0.01
H 2.13 -1.13 -0.80 0.12
H -1.87 0.54 -1.28 0.04
```